(1)
210
Properties=species:S:1:pos:R:3:forces:R:3 method="wB97M-V/def2-TZVPD" homo_ev=-9.555
C 1.891444 -6.380794 -0.802368 -1.6 -0.3 -0.5
C 2.249133 -6.939082 0.577151 -0.8 0.2 -0.3
C 1.000774 -7.058143 1.434392 -1.1 0.5 0.7
O 2.961436 -8.122102 0.404519 1.4 -0.3 0.4
H 1.442912 -5.390583 -0.865176 0.0 0.1 0.6
H 1.159215 -7.040981 -1.321364 0.0 0.1 0.7
H 2.655243 -6.387381 -1.531805 1.6 0.1 -0.3
H 2.914705 -6.292519 1.160459 0.1 0.1 -0.4
H 1.163713 -7.348782 2.477556 0.5 -0.3 -0.2
H 0.123144 -7.674354 1.093183 1.0 0.6 -0.3
H 0.686799 -6.008226 1.542670 -0.5 -0.3 -0.1
H 2.396500 -8.855587 0.224200 -0.8 -0.6 -0.2
C 1.194121 -3.354134 3.594535 -0.6 0.0 -0.5
C 0.702526 -2.048435 4.188996 -0.7 -0.1 -0.6
C 0.760327 -2.134817 5.687602 -0.5 -0.7 0.3
O 1.456343 -0.918331 3.741617 -0.7 0.3 0.6
H 1.056409 -3.457951 2.512894 0.1 0.5 0.0
H 0.580145 -4.166735 3.993510 0.4 -0.1 0.3
H 2.242831 -3.441017 3.812439 0.6 -0.5 0.2
H -0.366100 -1.953076 3.861444 0.8 0.5 0.2
H -0.089024 -2.721020 5.999900 -0.2 -0.8 0.2
H 0.583568 -1.235822 6.231721 0.3 1.2 0.0
H 1.674083 -2.598600 6.054369 0.1 0.0 0.0
H 2.147786 -1.180317 3.145852 0.6 -0.3 -0.9
C 0.763571 2.977967 2.954487 -0.3 1.1 -0.9
C 2.185858 3.578561 2.881658 0.1 -0.5 1.0
C 3.257286 2.543233 2.498633 0.4 1.0 0.2
O 2.224229 4.686507 1.998680 0.0 0.2 -0.4
H 0.044581 3.665280 3.448825 0.5 -0.3 0.1
H 0.716198 2.013375 3.419648 0.2 -0.5 0.4
H 0.358437 2.886559 1.935257 0.3 -0.2 0.1
H 2.424727 3.956004 3.882270 0.1 -0.1 0.1
H 4.243331 2.984416 2.194848 -1.1 0.0 -0.1
H 2.830523 1.900956 1.750529 0.2 -0.4 -0.6
H 3.516167 1.954635 3.366184 -0.3 -0.3 0.3
H 1.817215 5.424952 2.461044 0.0 0.1 -0.1
C -3.160592 5.205051 -0.847078 -0.3 0.4 0.0
C -2.281065 4.455871 0.158266 -1.2 -0.1 0.1
C -3.151794 3.564880 1.051508 0.8 -0.5 -1.1
O -1.345057 3.622519 -0.513513 -0.2 -0.3 0.4
H -3.539279 4.472296 -1.585260 0.1 0.5 0.4
H -2.678500 6.056864 -1.373755 0.0 -0.7 0.2
H -4.005592 5.658597 -0.297698 0.2 -0.3 -0.3
H -1.793881 5.160790 0.815832 0.5 0.2 0.1
H -2.503201 2.886889 1.614235 -0.2 -0.1 -0.1
H -3.845184 3.016728 0.404483 0.1 -0.2 0.3
H -3.706492 4.148738 1.744507 -0.6 0.6 0.6
H -0.659191 4.191428 -0.848877 1.0 0.3 -0.4
C -3.589426 1.014936 -4.149170 -1.1 0.0 0.4
C -2.527000 1.872406 -3.531894 1.0 0.3 0.2
C -2.427213 3.332411 -3.988342 -0.5 -0.6 -0.9
O -2.590943 1.696526 -2.106282 0.2 1.0 0.8
H -4.622152 1.439025 -3.982173 0.9 -0.4 -0.3
H -3.530293 0.035351 -3.637622 -0.2 0.3 -0.3
H -3.378773 0.853917 -5.212879 -0.3 0.2 0.2
H -1.607859 1.437440 -3.810601 1.4 -0.7 -0.5
H -2.159962 3.417262 -5.096033 -0.7 -0.2 1.5
H -1.700346 3.909157 -3.450594 0.7 0.0 0.4
H -3.373259 3.777944 -3.732762 -0.6 0.6 -0.5
H -1.944767 2.296107 -1.630184 -0.9 -0.3 -0.7
C 3.170104 -2.039104 -4.999911 0.7 1.5 2.8
C 3.519329 -0.567735 -4.986737 -0.5 0.5 -1.9
C 4.932240 -0.283695 -4.547041 -0.1 -0.4 -0.2
O 3.409080 -0.137679 -6.425620 -0.6 -0.3 0.7
H 2.225686 -2.153110 -5.413142 -1.7 -0.6 -1.1
H 3.058761 -2.313106 -3.936473 0.3 -0.5 -0.3
H 3.955667 -2.553513 -5.495019 0.4 -0.8 -0.4
H 2.856324 0.082671 -4.375647 0.0 -0.7 -0.4
H 5.105007 -0.724537 -3.546087 0.1 0.3 -0.5
H 5.070474 0.781468 -4.540909 0.2 0.6 0.3
H 5.615131 -0.661700 -5.306747 0.2 -0.3 0.2
H 2.608344 -0.546463 -6.849210 1.1 0.5 1.0
C -2.960564 -5.546305 4.998825 -0.3 -1.2 0.5
C -2.893210 -4.337846 4.149987 0.1 1.5 0.0
C -4.160561 -4.128454 3.325696 -0.7 1.0 1.0
O -2.593923 -3.286583 5.122709 -0.3 0.0 -1.0
H -3.845094 -5.455818 5.634886 0.0 0.0 0.0
H -2.121662 -5.620537 5.662411 0.6 0.2 0.4
H -3.009134 -6.516845 4.507563 -0.2 0.1 -0.5
H -2.108128 -4.282640 3.376707 0.2 -0.6 0.4
H -5.124130 -4.028388 3.894806 1.0 0.1 0.0
H -4.320839 -4.986214 2.705906 0.2 -0.5 -0.7
H -4.000278 -3.223824 2.731140 -0.4 -0.1 -0.2
H -2.393320 -2.456343 4.644300 -0.4 -0.3 0.1
C -4.162015 -0.052535 5.429436 1.7 0.7 -1.3
C -2.916362 0.409713 4.560429 -2.2 -0.3 0.2
C -1.701899 0.755168 5.342793 0.9 -1.0 0.6
O -2.666286 -0.675249 3.652583 0.3 0.3 -0.7
H -4.446570 0.755707 6.104846 -0.2 -0.2 0.0
H -3.745271 -0.910533 5.978312 -0.9 0.0 -0.1
H -4.945999 -0.259256 4.660288 0.4 -0.2 1.1
H -3.203768 1.294427 3.994155 -0.2 0.1 -0.3
H -1.902994 1.350233 6.227126 -0.3 0.4 -0.1
H -0.986169 1.255065 4.708166 0.3 0.2 -0.1
H -1.215571 -0.153583 5.736234 -0.2 0.2 -0.2
H -3.166013 -0.529591 2.815461 0.2 -0.1 0.7
C 5.387524 4.863049 -1.166819 0.1 0.6 0.5
C 5.031181 3.841081 -2.196512 -0.3 0.6 -0.8
C 5.032936 2.410693 -1.683041 0.7 0.3 -1.0
O 3.723940 4.273968 -2.596902 0.7 -0.2 0.2
H 6.244064 4.525389 -0.600969 0.7 0.4 0.0
H 4.595622 4.991053 -0.414004 -0.1 -0.3 -0.3
H 5.484357 5.846271 -1.661200 0.4 -0.4 0.4
H 5.701483 3.930095 -3.108094 -0.5 -0.2 1.0
H 6.089227 2.107431 -1.553916 -0.5 0.1 0.5
H 4.672398 1.752780 -2.472755 -0.3 -0.1 0.0
H 4.400594 2.335271 -0.808984 0.1 -0.2 0.4
H 3.568041 3.882130 -3.448886 -0.6 -0.4 -1.2
C 2.086977 7.412196 -1.910677 1.4 0.9 0.7
C 1.662218 6.390154 -0.857076 0.8 -1.7 -1.1
C 0.417694 6.595061 -0.066097 -0.8 -0.5 1.0
O 1.462769 5.071973 -1.573784 -1.9 2.1 1.9
H 2.509110 8.403002 -1.468946 -0.8 -1.7 -0.6
H 1.335739 7.653624 -2.640152 -0.7 0.1 -0.1
H 2.894107 6.923816 -2.490269 -0.1 0.4 0.3
H 2.473189 6.262096 -0.118023 0.0 -0.1 -0.5
H -0.475797 6.555992 -0.671208 -0.3 0.0 -0.4
H 0.354165 7.524686 0.492315 0.4 0.3 -0.1
H 0.333308 5.790443 0.704331 0.1 0.4 -0.7
H 2.233970 4.825807 -2.068204 1.3 0.0 -0.1
C -0.818279 -2.360577 0.329004 -0.5 -0.1 0.7
C -1.389595 -0.935728 0.280837 1.0 -0.2 0.1
C -0.463144 0.114117 0.941168 -0.5 -1.3 0.7
O -1.581372 -0.670013 -1.107054 0.5 -1.2 0.4
H -1.535610 -3.029995 -0.170828 0.4 0.1 0.1
H -0.724149 -2.689158 1.382313 -0.1 0.2 -0.4
H 0.169223 -2.474703 -0.137323 -0.4 0.2 -0.1
H -2.334562 -0.960658 0.811407 -0.5 0.1 -0.1
H -0.512226 -0.068670 2.066508 0.0 0.7 -1.3
H -0.763711 1.129292 0.616088 0.3 -0.4 0.5
H 0.561423 -0.153496 0.654921 0.0 0.6 -0.1
H -1.970274 0.178428 -1.268757 -0.7 1.3 -0.3
C -5.515106 -0.882285 -0.807655 0.5 1.6 -0.8
C -5.058190 0.233907 0.100727 -1.9 0.1 0.8
C -6.161131 1.287336 0.328241 0.8 0.6 -0.6
O -4.766093 -0.352535 1.345017 1.1 -0.1 1.3
H -5.584866 -0.513280 -1.830365 -0.6 -0.1 -0.1
H -6.435792 -1.245637 -0.398247 -0.7 -0.3 -0.2
H -4.798130 -1.653687 -0.836756 0.9 -1.1 0.2
H -4.188859 0.777382 -0.146141 1.2 0.1 -1.0
H -6.602741 1.713152 -0.581024 0.5 0.0 -0.1
H -5.732970 2.110931 0.933564 -0.5 -0.5 -0.2
H -6.979886 0.810902 0.814082 -0.7 -0.3 0.8
H -5.530069 -0.799161 1.737452 -0.2 -0.1 -0.1
C -4.973695 -4.736428 -3.596365 1.3 0.3 -1.0
C -3.877382 -4.171583 -2.703039 -1.8 -0.3 0.9
C -3.990562 -4.700353 -1.250582 1.8 0.2 -0.1
O -2.610934 -4.375492 -3.276495 0.3 -1.6 1.7
H -4.858498 -4.219107 -4.566551 -0.5 -0.2 0.2
H -5.979998 -4.648129 -3.209324 -0.1 0.1 0.1
H -4.694021 -5.765304 -3.795894 -0.3 -0.4 0.1
H -4.063050 -3.130871 -2.547803 0.0 1.1 -0.3
H -3.957326 -5.798735 -1.148886 -0.3 0.4 -0.2
H -4.832253 -4.243960 -0.684741 0.5 -0.4 -0.6
H -3.032374 -4.338995 -0.813580 -0.7 -0.3 0.3
H -2.436833 -3.803467 -3.992458 -0.1 1.1 -1.2
C 5.832455 0.650789 5.204150 0.2 0.3 -0.2
C 4.608597 -0.178110 4.800870 -0.6 -0.1 -0.3
C 4.589392 -1.514082 5.565723 0.4 0.7 -0.6
O 3.439198 0.562921 5.181783 -0.3 -0.6 -0.4
H 5.956090 1.631244 4.687088 -0.3 -0.8 0.2
H 6.760825 0.081903 5.110379 -0.1 -0.1 -0.5
H 5.801664 0.850127 6.271544 -0.4 0.2 0.2
H 4.572266 -0.394601 3.662717 0.2 0.4 1.6
H 4.862868 -1.350385 6.602152 -0.4 0.1 0.3
H 5.394358 -2.104592 5.169266 0.2 -0.8 -0.3
H 3.616075 -2.006951 5.469689 0.4 0.0 0.0
H 2.650052 0.012585 4.924265 0.8 0.7 0.1
C 3.305698 -0.674843 -0.893502 1.5 0.7 0.6
C 2.975063 -1.721428 0.121105 0.6 0.9 0.2
C 3.568041 -3.048132 -0.116599 -1.2 -1.9 -0.8
O 3.442890 -1.172479 1.354016 0.1 0.0 1.3
H 4.386094 -0.371340 -0.705235 -1.1 -0.3 -0.6
H 2.692507 0.190017 -0.699614 -0.1 0.4 0.1
H 3.147109 -0.964404 -1.897010 -0.1 -0.4 -1.2
H 1.889790 -1.855067 0.134620 0.2 0.3 0.7
H 3.322918 -3.748028 0.682672 0.4 0.2 0.5
H 4.612653 -3.107426 -0.376553 0.4 0.2 0.0
H 2.961511 -3.493069 -0.919317 0.5 0.1 -0.4
H 4.420462 -1.044798 1.328926 -1.1 -0.2 -0.2
C 0.973211 3.681640 -6.006454 0.8 -1.3 1.2
C 2.352542 3.015284 -6.088154 -0.1 1.4 0.0
C 3.365687 3.700426 -6.985219 0.7 1.5 -2.0
O 2.890754 2.944465 -4.777366 0.8 0.1 1.0
H 0.443342 3.132892 -5.207996 0.1 0.6 -0.1
H 0.355705 3.576837 -6.854773 -0.4 0.0 -1.4
H 1.128006 4.717324 -5.775779 -0.2 0.6 0.3
H 2.357549 2.013310 -6.388158 -0.7 -1.5 -0.9
H 3.631412 4.803669 -6.768525 -0.6 -1.7 0.2
H 3.033862 3.757554 -8.110211 0.3 -0.4 2.1
H 4.300301 3.101572 -6.972179 -0.4 0.5 0.0
H 2.466100 2.211554 -4.285099 -0.1 0.4 -0.7
C -0.214649 -2.050311 -3.364060 0.2 0.3 -0.2
O 0.586013 -1.175720 -2.596544 1.0 0.0 0.1
H 0.173683 -3.078289 -3.336165 0.0 0.3 -0.3
H -1.207079 -2.054969 -2.959234 -0.6 -0.1 0.2
H -0.253515 -1.598671 -4.361765 0.0 -0.6 -0.2
H 0.060619 -0.895698 -1.835379 -0.5 0.1 0.1
C 1.213536 2.053612 -2.449025 -0.4 0.1 -1.5
O 0.906564 1.350163 -3.719700 0.4 1.4 1.0
H 2.218272 1.816575 -2.110951 0.2 0.2 -0.1
H 1.077930 3.140613 -2.623472 0.2 -0.8 0.0
H 0.541740 1.760637 -1.673663 -0.7 -0.3 0.6
H 0.834751 0.413808 -3.517332 0.0 -0.6 0.5
C -7.279816 -3.056051 1.987111 2.0 -0.2 -2.2
O -6.712189 -1.888983 2.529050 -0.4 0.2 1.3
H -7.757246 -2.794802 1.040574 -0.2 -0.2 0.2
H -6.471715 -3.789508 1.762899 -0.5 0.3 0.0
H -7.921877 -3.505671 2.664887 -1.6 -0.8 1.1
H -6.882474 -1.974687 3.481337 0.5 0.6 -0.4

---

(2)
26
Properties=species:S:1:pos:R:3:forces:R:3 method="wB97M-V/def2-TZVPD" homo_ev="-8.099 / -8.080"
C 0.201160 0.861730 -1.535433 0.4 0.2 1.0
C -0.318032 -0.346146 -1.216017 -0.2 -0.4 -0.4
C 1.893960 2.621927 -0.769990 0.0 2.2 1.8
C -0.490403 -1.026096 0.155496 -0.6 -1.3 -2.3
C -0.114328 2.156243 0.637310 -3.1 0.5 0.2
C 1.547421 0.311970 0.963372 -2.9 -0.2 -2.4
C 0.649938 1.869455 -0.562765 1.8 -3.7 1.0
C 0.114712 -0.177081 1.256307 0.7 0.6 1.3
C -0.794404 -1.215240 -2.358072 2.0 0.8 -2.7
C 0.126649 -0.908494 2.656832 1.2 -1.4 -1.2
O 2.217691 3.532627 0.003725 -0.3 -1.0 -0.9
O -0.709710 1.022185 1.307141 1.0 -1.0 0.1
Br 2.519113 -0.898166 -0.026466 1.1 -0.3 0.1
H 0.504017 1.057496 -2.557303 -0.4 -0.1 -0.2
H 2.576341 2.462357 -1.593984 -0.1 -0.7 -0.7
H -1.560704 -1.274743 0.377364 0.6 0.9 -0.1
H -0.171471 -2.111575 -0.151798 0.4 1.8 1.4
H 0.488326 2.706570 1.319419 0.2 0.8 0.5
H -1.081568 2.663407 0.380158 1.0 0.4 0.2
H 1.981226 0.828857 1.763235 1.1 0.8 0.8
H -1.709905 -1.623539 -2.069042 -1.5 -1.0 0.2
H -0.127321 -2.035091 -2.885788 -0.9 1.4 1.8
H -0.987109 -0.498722 -3.203458 -0.1 -0.8 0.6
H 0.501605 -1.960232 2.413471 -0.5 1.1 0.3
H -0.865409 -1.035185 3.108984 0.3 0.4 -0.1
H 0.925395 -0.535069 3.344098 -1.1 0.2 -0.4

---

Which relative energy (zero: lowest compared OMol25 entry of this formula, charge and spin) belongs to each record? In order, 0.0 301.0 kJ/mol.